{"formula": "C48H36LiNO3P2STe4", "method": "ωB97M-V with the def2-TZVPD basis set", "total_charge": -2, "total_energy_ha": -4291.7849, "e_homo_ev": -0.83, "lumo_ev": 3.9, "homo_lumo_gap_ev": 4.711, "species": ["Li", "O", "S", "C", "C", "C", "C", "C", "C", "C", "C", "C", "C", "P", "C", "C", "C", "C", "C", "C", "C", "C", "C", "C", "C", "C", "C", "C", "C", "C", "C", "C", "C", "C", "C", "C", "C", "C", "P", "C", "C", "C", "C", "C", "C", "C", "C", "C", "C", "C", "C", "C", "C", "H", "H", "H", "H", "H", "H", "H", "H", "H", "H", "H", "H", "H", "H", "H", "H", "H", "H", "H", "H", "H", "H", "H", "H", "H", "H", "H", "H", "H", "H", "H", "H", "H", "H", "H", "H", "Te", "Te", "Te", "Te", "O", "N", "O"], "positions_angstrom": [[-0.1369, -1.9677, -1.3424], [-0.6465, -0.2463, -0.8604], [0.2521, 0.5575, 0.1645], [-0.6310, 2.0473, 0.3647], [-0.5869, 2.6178, 1.6271], [-1.3288, 3.7562, 1.9921], [-2.1932, 4.2895, 1.0796], [-3.1888, 5.4234, 1.1775], [-3.8418, 5.4955, -0.2316], [-3.1525, 4.4151, -1.0341], [-3.2825, 4.0366, -2.3356], [-2.4466, 3.0058, -2.8198], [-1.5242, 2.3279, -2.0510], [-0.3458, 1.1693, -2.9109], [-1.4761, -0.1189, -3.5683], [-1.1032, -0.8423, -4.7036], [-1.8636, -1.9142, -5.1477], [-3.0036, -2.2926, -4.4520], [-3.3727, -1.5983, -3.3089], [-2.6192, -0.5175, -2.8721], [-0.1154, 2.2032, -4.4573], [0.9811, 3.0673, -4.4161], [1.3312, 3.8536, -5.5044], [0.6007, 3.7743, -6.6822], [-0.4835, 2.9101, -6.7506], [-0.8365, 2.1383, -5.6511], [-1.4366, 2.6553, -0.6534], [-2.2341, 3.7326, -0.2145], [-1.3307, -1.0297, 2.9344], [-2.3036, -0.1666, 3.3972], [-2.1328, 0.6934, 4.5027], [-0.9628, 0.6448, 5.1987], [-0.4617, 1.4193, 6.3968], [0.9073, 0.7681, 6.7318], [1.1856, -0.1578, 5.5695], [2.2872, -0.9007, 5.2561], [2.2594, -1.6352, 4.0536], [1.1690, -1.6845, 3.2060], [1.4271, -2.4042, 1.5335], [1.8104, -4.1791, 1.8768], [0.8045, -5.0983, 1.5364], [1.0942, -6.4439, 1.3747], [2.3764, -6.9202, 1.6257], [3.3653, -6.0337, 2.0127], [3.0884, -4.6712, 2.1060], [3.0630, -1.7190, 1.0703], [3.3867, -0.3971, 1.3841], [4.4648, 0.2358, 0.7839], [5.2351, -0.4299, -0.1577], [4.9216, -1.7409, -0.4871], [3.8448, -2.3740, 0.1135], [-0.0467, -1.0207, 3.5779], [0.0523, -0.2176, 4.7371], [0.0017, 2.1109, 2.3855], [-1.2516, 4.1443, 3.0027], [-2.7028, 6.3662, 1.4421], [-3.9382, 5.2255, 1.9479], [-3.7054, 6.4777, -0.6908], [-4.9177, 5.3145, -0.1795], [-3.9798, 4.5233, -3.0092], [-2.5292, 2.7536, -3.8685], [-0.1956, -0.5776, -5.2364], [-1.5440, -2.4737, -6.0193], [-3.5820, -3.1480, -4.7802], [-4.2247, -1.9155, -2.7200], [-2.8997, -0.0131, -1.9566], [1.5748, 3.1055, -3.5082], [2.1885, 4.5143, -5.4400], [0.8829, 4.3685, -7.5437], [-1.0583, 2.8329, -7.6669], [-1.6849, 1.4686, -5.7254], [-3.2566, -0.1602, 2.8773], [-2.9443, 1.3538, 4.7912], [-1.1506, 1.3769, 7.2432], [-0.3342, 2.4751, 6.1413], [0.8484, 0.1957, 7.6618], [1.6983, 1.5091, 6.8634], [3.1785, -0.9029, 5.8740], [3.1644, -2.1533, 3.7572], [-0.2330, -4.7844, 1.5762], [0.2836, -7.1337, 1.1738], [2.5973, -7.9733, 1.5012], [4.3680, -6.3886, 2.2213], [3.8967, -3.9876, 2.3364], [2.7855, 0.1454, 2.1024], [4.6888, 1.2636, 1.0428], [6.0607, 0.0742, -0.6452], [5.5039, -2.2717, -1.2308], [3.6053, -3.3905, -0.1739], [-4.4577, -1.7883, 0.9259], [-1.8872, -2.4392, 1.4328], [1.0443, -4.8192, -1.3779], [-1.5611, -4.7664, -1.8484], [1.6998, -4.0813, -3.3689], [1.8087, -2.8025, -3.4910], [1.3383, -2.1449, -2.5918]], "atomic_forces_ev_per_a": [[-0.4348, 0.0467, 0.2991], [0.3158, -0.0576, -0.2496], [0.1110, 0.0823, -0.2143], [-0.0205, 0.0541, 0.3709], [0.0275, -0.0544, -0.0862], [-0.0606, 0.0763, 0.0022], [0.0675, -0.0342, 0.0109], [-0.0151, -0.0027, 0.0160], [0.0079, 0.0200, -0.0107], [-0.0390, -0.0145, -0.0379], [-0.0199, 0.0467, 0.0365], [0.0416, -0.0689, 0.0368], [-0.0578, -0.0444, 0.0574], [-0.0305, 0.0457, 0.0711], [-0.0426, -0.0561, 0.0171], [0.0547, -0.0556, 0.0553], [0.0008, 0.0028, -0.0072], [-0.0285, 0.0220, -0.0275], [-0.0244, 0.0012, -0.0388], [0.0097, 0.0635, -0.0470], [0.1019, -0.0705, -0.1061], [-0.0294, 0.0190, -0.0045], [0.0057, 0.0164, 0.0138], [0.0043, -0.0080, -0.0145], [-0.0078, 0.0052, 0.0073], [-0.0120, 0.0493, 0.0235], [-0.0364, 0.0441, -0.0607], [0.0667, -0.0516, -0.0199], [-0.0862, 0.0585, -0.0114], [0.0897, -0.0554, -0.1550], [0.0289, 0.0252, 0.1057], [-0.0696, 0.0467, -0.0613], [-0.0085, -0.0146, 0.0176], [0.0014, 0.0014, 0.0254], [0.0467, -0.0471, -0.0173], [-0.0235, 0.0603, 0.0426], [-0.0887, -0.0746, -0.0391], [0.1282, -0.0543, 0.1189], [-0.1472, -0.0701, 0.2740], [0.3005, 0.0481, -0.5628], [-0.1391, -0.1886, 0.9358], [-0.2296, -0.1980, 0.6545], [0.1321, 0.0198, -0.1821], [0.0115, -0.0455, -0.0242], [-0.0223, 0.0676, 0.0652], [-0.0475, 0.1337, -0.1826], [0.0820, -0.0486, 0.0916], [0.0125, -0.0011, 0.0196], [0.0085, -0.0019, 0.0059], [0.0125, -0.0061, 0.0057], [0.0304, -0.0305, 0.0452], [0.0006, 0.1978, 0.1169], [0.0304, -0.0330, -0.0570], [-0.0410, -0.0264, 0.0198], [-0.0167, -0.0142, 0.0064], [-0.0006, 0.0013, -0.0088], [0.0105, 0.0082, 0.0076], [-0.0059, 0.0000, 0.0029], [0.0007, 0.0014, -0.0076], [-0.0128, -0.0144, 0.0054], [-0.0068, -0.0049, -0.0055], [-0.0021, -0.0134, 0.0219], [-0.0076, 0.0014, 0.0007], [0.0149, -0.0091, 0.0115], [-0.0004, 0.0226, 0.0250], [-0.0075, -0.0128, 0.0222], [0.0051, 0.0034, 0.0016], [-0.0054, 0.0023, 0.0033], [-0.0094, 0.0092, 0.0068], [-0.0009, 0.0024, 0.0043], [0.0053, -0.0070, -0.0078], [-0.0246, -0.0209, 0.0475], [0.0075, 0.0141, -0.0175], [-0.0074, 0.0042, -0.0086], [-0.0017, 0.0017, 0.0099], [0.0063, 0.0010, -0.0003], [0.0036, -0.0038, -0.0010], [-0.0008, 0.0036, -0.0010], [0.0080, 0.0141, -0.0161], [0.0144, 0.1356, -0.5833], [0.0408, 0.0203, -0.1976], [0.0141, -0.0029, 0.0431], [-0.0014, -0.0125, -0.0221], [-0.0087, 0.0202, -0.0082], [-0.0324, 0.0099, -0.0446], [-0.0124, 0.0068, -0.0148], [0.0131, -0.0044, 0.0121], [-0.0033, 0.0042, -0.0045], [-0.0437, 0.0216, -0.0315], [-0.0390, -0.0175, 0.0491], [-0.1637, -0.0427, -0.0636], [-0.0538, -0.1510, -0.8449], [0.1794, 0.0620, 0.1341], [0.2474, -0.0858, 0.4271], [-0.2610, -0.1265, -0.0305], [0.1910, 0.3320, -0.2676]]}